Density functional theory data (the ωB97M-V functional and the def2-TZVPD basis) for an isolated ion of composition C3H10N2S and charge +1 at a distorted geometry.

The HOMO energy (alpha / beta) comes out at -13.08 / -13.07 eV. Its net charge is +1. The calculation puts the total energy at -17079.443 eV. The expectation value of S² is 0.756. As for the energy relative to the best compared isomer or geometry (same formula, charge and spin): 1.715 eV. As for the spin multiplicity: 2. For the gap between HOMO and LUMO (alpha / beta), the calculation gives 0.357 / 0.165 hartree.

Last column: Löwdin charge in e.
CARTESIAN COORDINATES (ANGSTROEM)
N  -0.88534  -1.40792  0.08732  0.12
C  0.08293  -0.30704  -0.00924  -0.43
C  0.12753  0.30377  1.42630  -0.45
S  0.34706  -0.99463  2.66033  1.05
C  -0.18346  0.79700  -1.00735  -0.25
N  0.43704  0.45396  -2.25771  0.02
H  -1.75557  -1.19735  -0.40012  0.12
H  -0.48231  -2.29896  -0.18547  0.11
H  1.04659  -0.81345  -0.13794  0.14
H  -0.82633  0.74091  1.72018  0.11
H  0.97324  0.99479  1.45296  0.10
H  0.56259  -0.06702  3.62630  -0.05
H  -1.27704  0.71478  -1.10293  0.13
H  0.08894  1.79645  -0.65392  0.13
H  1.41837  0.23442  -2.15527  0.08
H  0.32576  1.05028  -3.06343  0.09

Forces on the atoms, in the same order (eV/Å):
N 0.42 0.70 -0.65
C 0.20 -1.03 2.14
C 0.83 -0.29 -0.59
S -0.05 0.46 -0.44
C -0.75 -0.29 -0.78
N 0.37 -0.89 -0.31
H 0.04 -0.39 0.23
H -0.41 0.01 -0.05
H 0.08 0.46 -0.26
H -0.07 0.37 -0.39
H -0.30 0.25 0.56
H -0.05 -0.40 0.13
H 0.10 0.77 -0.30
H -0.10 -0.12 0.42
H 0.01 0.13 -0.02
H -0.34 0.27 0.29

=====

Density functional theory data (the ωB97M-V functional and the def2-TZVPD basis) for C47H30MnN10OS as an isolated structure at a distorted geometry.

The HOMO energy (alpha / beta) comes out at -12.24 / -12.17 eV. Its net charge is +2. The calculation puts the total energy at -108317.257 eV. The expectation value of S² is 0.792. As for the spin multiplicity: 2. For the gap between HOMO and LUMO (alpha / beta), the calculation gives 0.151 / 0.150 hartree.

Last column: Löwdin charge in e.
CARTESIAN COORDINATES (ANGSTROEM)
Mn  -0.81385  0.35294  0.13617  0.59
C  1.10499  6.57513  1.09178  -0.03
C  2.18196  5.97814  1.74153  -0.03
C  2.26979  4.60126  1.91015  0.03
C  1.24515  3.82858  1.38701  -0.08
C  0.92924  2.41268  1.43480  -0.20
N  -0.18787  2.15538  0.68117  0.10
C  -0.74437  3.36770  0.35810  -0.22
N  -1.98067  3.57295  -0.02260  0.24
C  -2.86038  2.61248  -0.16390  -0.19
C  -4.25522  2.85354  -0.44166  -0.09
C  -5.01277  4.01446  -0.47670  0.03
C  -6.36635  3.89121  -0.76450  -0.03
C  -6.94426  2.64349  -0.98644  -0.03
C  -6.19047  1.47625  -0.94967  0.03
C  -4.83282  1.59027  -0.68930  -0.09
C  -3.76217  0.62522  -0.57215  -0.19
N  -3.84734  -0.62886  -0.95940  0.24
C  -2.91519  -1.51245  -0.69014  -0.24
N  -1.86226  -1.26307  0.14886  0.06
C  -1.33284  -2.45600  0.55090  -0.21
N  -0.58674  -2.59573  1.62159  0.25
C  -0.09119  -1.57438  2.28178  -0.24
N  -0.07403  -0.26152  1.85097  0.05
C  0.94778  0.37017  2.50554  -0.26
N  1.46822  1.55488  2.26470  0.24
C  1.45636  -0.48795  3.54561  -0.12
C  2.39871  -0.25578  4.53082  0.02
C  2.62723  -1.27577  5.44137  -0.03
C  1.93603  -2.48391  5.35898  -0.03
C  1.00333  -2.72792  4.35698  0.03
C  0.76660  -1.71308  3.44075  -0.10
C  -1.86428  -3.50728  -0.29622  -0.07
C  -1.50468  -4.82769  -0.50521  0.03
C  -2.15899  -5.52679  -1.51387  -0.02
C  -3.18001  -4.94297  -2.25890  -0.03
C  -3.56473  -3.62664  -2.04630  0.02
C  -2.88210  -2.90732  -1.07765  -0.10
N  -2.61384  1.26015  -0.15123  0.10
C  0.16174  4.43547  0.71470  -0.10
C  0.07175  5.81016  0.56860  0.03
H  1.07395  7.65043  1.00554  0.12
H  2.96960  6.60000  2.13545  0.12
H  3.10520  4.15306  2.42595  0.12
H  -4.55519  4.97077  -0.28203  0.13
H  -6.98339  4.77656  -0.80898  0.12
H  -8.00160  2.57979  -1.19411  0.12
H  -6.64332  0.51071  -1.10391  0.13
H  2.90363  0.69608  4.58069  0.12
H  3.33996  -1.11822  6.23584  0.12
H  2.12813  -3.24214  6.10355  0.12
H  0.46408  -3.66091  4.31247  0.13
H  -0.72039  -5.28632  0.07406  0.13
H  -1.85867  -6.53985  -1.73465  0.12
H  -3.67654  -5.51282  -3.02943  0.12
H  -4.34629  -3.16469  -2.62823  0.13
H  -0.77524  6.25649  0.07392  0.13
O  0.82849  -0.82552  -0.47142  -0.54
S  2.03691  -1.34187  0.31592  1.12
C  2.46289  -2.89683  -0.48885  -0.35
C  2.33682  -3.13330  -1.84646  -0.06
C  2.57834  -4.40991  -2.33109  -0.05
C  2.95688  -5.42815  -1.46890  -0.05
C  3.11905  -5.16993  -0.11565  -0.06
C  2.86432  -3.90215  0.37949  -0.08
C  3.27245  -0.17906  -0.27307  -0.35
C  3.08670  0.40421  -1.51342  -0.07
C  3.92490  1.43027  -1.90685  -0.05
C  4.93097  1.85860  -1.05494  -0.06
C  5.10796  1.26474  0.18653  -0.06
C  4.26472  0.24251  0.59314  -0.08
H  2.04686  -2.34260  -2.52056  0.11
H  2.46963  -4.60943  -3.38588  0.11
H  3.12798  -6.42334  -1.84936  0.12
H  3.43224  -5.95447  0.55394  0.11
H  2.96791  -3.69100  1.43243  0.11
H  2.28263  0.05958  -2.14645  0.10
H  3.79346  1.88100  -2.87837  0.11
H  5.58231  2.65910  -1.36647  0.11
H  5.90337  1.59604  0.83489  0.11
H  4.36373  -0.22487  1.56143  0.11
N  -1.22008  -0.10136  -2.86240  0.04
C  -1.00707  0.38119  -4.09518  -0.06
C  -0.34496  1.58262  -3.95125  -0.03
C  -0.20131  1.75254  -2.57425  -0.11
N  -0.73830  0.72515  -1.91994  -0.04
H  -1.69345  -0.96384  -2.61616  0.14
H  -1.34350  -0.13508  -4.97245  0.13
H  -0.02321  2.25384  -4.72134  0.11
H  0.26697  2.56501  -2.05021  0.11

Forces on the atoms, in the same order (eV/Å):
Mn 0.21 0.68 -0.90
C 0.35 0.01 0.18
C -0.12 0.28 -0.11
C -0.34 -0.62 -0.12
C -0.03 1.28 -0.33
C -0.77 -0.82 0.31
N 0.06 0.84 -0.42
C 0.52 -1.52 0.66
N -0.68 0.68 -0.33
C 0.62 -0.83 -0.03
C -1.37 -0.15 -0.28
C 0.71 -0.44 0.04
C -0.41 -0.29 -0.08
C -0.02 0.52 0.03
C 0.82 -0.36 0.08
C -0.98 1.24 0.03
C 1.89 1.12 0.60
N -0.28 -1.17 -0.55
C 0.00 0.79 0.96
N -0.06 -1.48 0.32
C -1.07 1.85 -0.47
N 0.72 -0.46 0.77
C -0.18 0.13 -0.49
N 0.59 0.65 1.06
C -1.55 -0.95 -0.77
N 0.67 1.09 -0.06
C 0.21 -1.02 0.85
C -0.42 0.17 -0.61
C -0.10 -0.38 0.16
C 0.30 0.20 0.21
C -0.24 0.22 -0.50
C 0.68 0.39 1.09
C -0.61 -0.80 -0.94
C 0.05 0.63 0.35
C -0.33 0.01 -0.32
C 0.21 -0.36 0.04
C 0.11 0.57 0.42
C 0.32 -1.08 -0.28
N -0.90 -0.47 0.09
C 1.03 0.56 0.36
C -0.18 -0.60 -0.01
H 0.00 0.07 -0.04
H 0.07 0.11 0.04
H 0.04 -0.05 0.07
H 0.02 0.14 -0.01
H -0.04 0.02 0.01
H -0.08 0.02 0.00
H -0.08 -0.12 -0.09
H 0.11 0.06 0.06
H 0.06 -0.07 0.09
H -0.01 -0.07 0.02
H -0.03 -0.12 -0.03
H 0.12 -0.07 0.10
H -0.04 -0.10 0.03
H 0.01 -0.10 -0.04
H -0.12 0.03 -0.07
H -0.11 0.09 -0.05
O -0.04 -0.48 0.04
S 0.62 0.08 -1.63
C 0.00 0.21 0.59
C -0.11 0.10 -0.14
C -0.05 0.15 0.00
C 0.03 0.03 0.16
C 0.00 -0.05 -0.08
C -0.06 0.06 -0.03
C -0.10 -0.18 0.40
C -0.08 -0.09 -0.17
C -0.06 -0.14 0.00
C 0.09 0.02 0.07
C 0.07 0.01 -0.03
C -0.02 -0.10 -0.10
H -0.09 0.11 -0.05
H 0.00 0.00 -0.10
H 0.05 -0.07 -0.05
H 0.03 -0.10 0.08
H -0.01 -0.02 0.20
H -0.07 0.07 -0.06
H 0.03 0.08 -0.08
H 0.12 0.10 0.00
H 0.07 0.06 0.09
H 0.09 0.02 0.16
N -0.02 0.02 0.06
C 0.18 0.36 -0.22
C -0.15 -0.19 -0.14
C -0.23 -0.46 0.00
N -0.02 0.16 0.19
H 0.31 0.33 -0.09
H -0.03 -0.13 -0.13
H 0.03 0.04 -0.18
H 0.06 0.02 0.15

=====

Density functional theory data (the ωB97M-V functional and the def2-TZVPD basis) for a 8-piece molecular cluster, C7H30NO7 overall at a distorted geometry.

The HOMO energy comes out at -12.15 eV. Its net charge is +1. The calculation puts the total energy at -23562.607 eV. As for the energy relative to the best compared isomer or geometry (same formula, charge and spin): 1.166 eV. For the gap between HOMO and LUMO, the calculation gives 0.355 hartree.

Last column: Löwdin charge in e.
CARTESIAN COORDINATES (ANGSTROEM)
C  -1.70537  1.14134  1.95940  -0.02
C  -0.19138  0.95424  1.94332  -0.30
C  0.37985  1.43384  0.57749  -0.12
C  1.72468  0.92188  0.16134  -0.30
C  1.98647  -0.17757  -0.55184  -0.11
C  0.99163  -1.16357  -1.10536  -0.07
C  2.88364  1.82809  0.54817  -0.05
N  0.02611  -0.51116  1.99964  0.18
H  -2.13910  1.16086  2.95933  0.10
H  -2.06563  0.56310  1.12476  0.06
H  -1.90808  2.19937  1.73754  0.10
H  0.25370  1.48351  2.78391  0.15
H  -0.37260  1.14718  -0.16940  0.11
H  0.20411  2.50292  0.60356  0.10
H  3.03481  -0.30651  -0.79800  0.11
H  0.14169  -1.22446  -0.43838  0.03
H  1.38655  -2.16210  -1.25546  0.08
H  0.58857  -0.77949  -2.03844  0.07
H  3.14695  1.63072  1.58663  0.08
H  3.75116  1.59053  -0.07195  0.08
H  2.69233  2.87591  0.32349  0.08
H  -0.20322  -1.02276  2.85907  0.18
H  -0.65579  -1.02041  1.42178  0.10
H  0.93502  -0.86364  1.69762  0.12
H  -2.60589  0.65053  -2.73115  0.04
H  -3.88656  0.38299  -1.91977  0.09
O  -2.93969  0.20300  -1.94901  -0.05
H  0.28539  -3.71416  0.89855  0.07
H  1.51786  -3.21760  1.76188  0.02
O  0.61967  -3.00494  1.45052  -0.05
H  -0.93779  1.98364  -3.66516  0.06
H  0.35958  1.35758  -3.10139  0.05
O  -0.59492  1.36268  -3.01269  -0.04
H  -0.55801  4.45666  -0.75582  0.06
H  -1.15599  3.24083  -1.41299  0.02
O  -1.15774  3.72167  -0.57971  -0.05
H  4.22000  -2.93335  1.35621  0.07
H  3.43079  -2.33261  2.43095  0.06
O  3.33932  -3.01021  1.74827  -0.04
H  -2.78389  -1.66812  -2.54496  0.01
H  -2.20619  -2.81656  -3.29764  0.05
O  -2.31709  -2.50713  -2.39059  -0.06
H  -2.50478  -2.21069  -0.20125  0.04
H  -2.53201  -0.72506  -0.30236  -0.01
O  -2.47814  -1.42100  0.35990  -0.06

Forces on the atoms, in the same order (eV/Å):
C 0.84 2.31 0.09
C -0.37 0.19 -0.66
C -1.52 -0.84 0.24
C 0.74 1.08 0.07
C -0.21 -0.02 -0.01
C -0.12 0.68 0.31
C 0.20 -0.69 -0.62
N -0.38 -1.44 0.89
H -0.25 -1.36 -0.10
H -0.94 -0.25 0.58
H 0.28 -0.12 -0.55
H 0.39 -0.43 0.07
H 0.09 -0.31 0.01
H 0.85 0.23 -0.10
H 0.00 -0.24 -0.10
H -0.23 -0.28 -0.11
H 0.14 0.01 -0.01
H 0.01 -0.17 -0.32
H 0.08 0.57 0.15
H 0.08 -0.18 0.22
H -0.27 0.08 0.50
H 0.37 0.70 0.47
H -0.17 0.31 -0.84
H 0.15 0.29 -0.20
H 0.32 0.05 0.07
H -0.04 0.08 0.01
O -0.54 -0.04 0.06
H 0.24 -0.21 0.05
H -0.29 -0.41 -0.64
O -0.09 0.30 0.53
H 0.36 0.02 -0.17
H 0.21 0.05 -0.15
O -0.53 0.21 0.14
H -0.15 0.12 0.14
H -0.07 -0.28 -0.05
O 0.09 0.36 -0.22
H -0.20 -0.49 -0.39
H -0.26 -0.12 0.23
O 0.72 0.69 0.38
H 0.22 -0.03 0.47
H 0.16 -0.42 0.20
O -0.24 0.28 -0.59
H 0.04 -0.08 0.12
H -0.03 0.26 -0.30
O 0.33 -0.44 0.11

=====

Density functional theory data (the ωB97M-V functional and the def2-TZVPD basis) for C18H21NO5S as an isolated structure at a distorted geometry.

The HOMO energy comes out at -7.48 eV. The calculation puts the total energy at -41551.307 eV. As for the energy relative to the best compared isomer or geometry (same formula, charge and spin): 18.440 eV. For the gap between HOMO and LUMO, the calculation gives 0.255 hartree.

Last column: Löwdin charge in e.
CARTESIAN COORDINATES (ANGSTROEM)
C  8.17764  0.11632  -2.41451  -0.01
H  8.08263  1.27300  -2.18324  0.12
O  6.91798  -0.43423  -1.87105  -0.05
C  5.80838  -0.01708  -2.19654  -0.39
C  4.81661  -0.51947  -1.47758  -0.03
C  3.57577  -0.43930  -1.86768  -0.32
C  3.36877  0.43959  -2.77592  -0.10
C  4.24041  1.33626  -3.55472  -0.02
C  5.59130  1.01632  -3.25716  0.02
H  6.34276  1.47917  -3.63945  0.01
H  4.01983  1.91754  -4.43700  0.09
H  2.22318  0.88024  -3.27218  0.18
C  2.38404  -0.93042  -1.04828  -0.43
N  1.75560  -0.28329  -0.21947  -0.14
S  0.71077  1.09307  -0.67210  0.66
O  0.20125  0.43265  -1.85715  -0.33
O  1.39649  2.24042  -0.43884  -0.24
C  -0.39721  0.80638  0.71008  -0.05
C  -1.76648  0.27132  0.38427  -0.03
C  -2.68476  -0.08127  1.34588  -0.22
C  -2.66075  0.59395  2.65352  -0.03
C  -3.66663  0.12104  3.43061  -0.01
C  -4.91969  -0.47604  3.00269  -0.20
C  -4.86182  -1.04578  1.72572  -0.35
C  -3.95800  -0.45794  0.73001  0.09
H  -3.95100  -1.00420  -0.07442  0.03
O  -6.00509  -1.47711  1.57978  -0.02
C  -6.28317  -2.03175  -0.03387  0.13
H  -5.30392  -2.85624  -0.09780  0.17
H  -7.16405  -2.54974  0.11108  0.03
H  -6.18887  -1.19293  -0.74253  0.08
O  -5.97453  -0.52130  3.82477  -0.05
C  -6.06491  -0.22916  5.15397  -0.09
H  -6.92496  -0.45434  5.66224  0.06
H  -5.17170  -0.63168  5.81814  0.14
H  -6.05971  0.80270  5.07320  0.07
H  -3.77050  0.81973  4.51516  0.18
H  -1.78822  0.77371  3.09250  0.06
H  -1.75691  -0.17880  -0.59318  0.10
H  -0.07883  1.22427  1.42895  -0.05
H  2.51229  0.06698  0.53348  0.19
H  2.82386  -2.25170  -0.79724  0.20
H  1.63236  -1.30583  -1.86897  0.14
H  5.14002  -1.44745  -0.76724  0.19
H  8.28912  0.09161  -3.64752  0.15
H  8.96968  -0.23723  -1.87859  0.04

Forces on the atoms, in the same order (eV/Å):
C -4.06 4.14 -3.12
H 0.49 -2.08 -0.49
O 9.42 -2.38 0.84
C -3.21 5.57 -4.48
C 2.93 -5.59 3.89
C -3.94 -0.37 3.26
C -5.94 8.63 -9.19
C 2.75 -4.35 2.68
C -5.77 -3.53 3.87
H 4.75 2.67 -2.59
H -0.62 0.26 0.42
H 2.74 -2.30 2.25
C 4.42 -11.65 -10.90
N -1.38 7.91 10.60
S -3.02 -10.30 1.04
O -0.60 2.43 -0.21
O 2.76 5.66 -0.05
C -8.95 -6.08 -12.74
C 9.06 1.45 0.34
C -3.63 3.39 0.27
C -2.65 -5.40 -4.00
C -4.04 3.66 4.52
C 5.67 2.05 3.35
C 2.45 5.33 0.52
C 1.22 -0.93 8.66
H 0.27 -2.14 -5.18
O -6.81 -4.99 -7.02
C 5.70 -0.74 3.26
H -3.06 2.51 -0.23
H -1.85 -0.68 -0.08
H -0.28 -0.44 0.60
O -1.40 -3.07 -3.11
C 4.89 0.32 1.32
H -2.53 -1.47 0.27
H -1.54 0.83 -1.45
H 0.44 2.60 1.35
H 0.40 -2.61 -2.80
H 3.55 1.72 1.49
H -0.50 0.29 -0.48
H 3.80 5.42 10.19
H -2.49 -0.43 -1.49
H -1.29 3.47 0.32
H 1.14 0.70 1.10
H -0.77 2.50 -1.27
H -0.40 -0.53 3.32
H 1.87 -1.46 1.16